Entry 1:
113
Properties=species:S:1:pos:R:3 method="wB97M-V/def2-TZVPD" lumo_ev=-1.06 homo_lumo_gap_ha=0.30115 charge=0 multiplicity=1 e_homo_ev=-9.26
S -2.72 2.51 -5.58
S -7.95 0.03 -2.75
F 10.17 -0.60 5.59
F 2.40 5.09 -8.59
F -5.66 -5.19 3.77
F -2.79 -2.01 2.17
F 4.41 4.69 -7.89
F -3.10 -2.65 -0.81
F 0.60 -3.87 -2.31
F 7.78 -1.01 6.81
F 0.82 6.12 -5.17
F -7.57 -4.91 2.80
F 9.63 0.71 8.03
F 1.23 -1.20 -1.56
F 8.04 0.61 4.47
F 0.24 -3.74 3.98
F -7.63 -4.46 5.49
F -1.53 6.38 -6.48
F -0.47 4.35 -5.10
F -1.87 -2.89 -3.21
F 3.99 7.30 -8.56
F 0.76 -1.13 4.20
F 4.09 -4.21 5.40
F 11.10 2.22 7.46
F -3.11 -1.10 -2.98
F -0.94 -2.45 -0.57
F 2.90 -3.04 7.70
F 2.51 -1.12 -3.31
F 5.03 -4.63 7.34
F 6.24 -1.25 5.29
F 6.11 1.46 4.97
F 11.88 -0.27 6.91
F 4.77 -2.01 8.05
F -4.38 -1.52 3.59
F 1.48 -4.22 5.71
F -3.68 -3.85 5.02
F -2.09 -2.39 4.72
F -8.05 2.03 -8.88
F 0.14 6.38 -7.89
F -6.20 -2.82 5.26
F 2.55 -2.35 3.87
F 2.71 -3.45 -1.92
F 2.46 7.46 -7.00
O 2.80 4.73 -6.40
O -6.04 -3.37 2.50
O 3.65 -1.51 6.22
O 0.36 -1.40 -3.62
O 7.76 1.77 6.38
N -4.16 1.87 -5.88
N -2.72 2.44 -3.98
C 0.35 5.09 -5.91
C 2.28 -1.26 5.95
C -3.70 -2.55 3.02
C 4.79 -3.67 6.41
C 0.76 -3.24 5.13
C -6.39 0.78 -3.20
C -0.82 -0.78 -3.14
C -8.16 1.46 -7.63
C -6.84 1.57 -6.90
C 1.68 -3.21 -2.76
C -2.04 -1.86 -1.09
C -3.88 1.92 -3.61
C -7.15 -3.54 4.62
C 6.75 -0.40 6.21
C 3.57 6.79 -7.38
C 9.11 2.19 6.27
C -0.55 5.61 -7.03
C -6.55 -4.26 3.41
C 7.21 0.88 5.50
C -6.88 0.61 -5.69
C 3.99 -2.54 7.08
C 10.97 0.35 6.12
C -4.66 -3.38 2.15
C -6.03 0.99 -4.52
C -5.54 1.11 -2.10
C 3.25 5.30 -7.57
C 1.51 4.16 -6.30
C -1.94 -1.68 -2.60
C -2.89 -3.29 4.09
C -4.30 1.66 -2.28
C 10.18 1.34 6.97
C 1.41 -1.70 -2.79
C -4.73 1.58 -4.71
C 1.61 -2.02 4.79
H -6.09 1.20 -7.59
H -1.01 4.79 -7.57
H -3.67 1.88 -1.43
H -7.96 -2.88 4.31
H -8.76 1.09 -2.89
H -1.25 -0.30 -4.02
H 11.50 0.87 5.32
H -6.67 2.60 -6.63
H -0.07 -2.96 5.79
H 2.27 -0.21 5.63
H -2.26 -4.06 3.64
H 4.35 6.92 -6.63
H -4.29 -4.39 1.98
H 1.27 3.55 -7.17
H 1.93 -3.57 -3.75
H 1.60 3.47 -5.47
H -8.93 1.99 -7.07
H 1.67 -1.29 6.85
H 5.99 -0.16 6.95
H 9.13 3.15 6.80
H 5.74 -3.30 6.03
H -0.59 0.04 -2.45
H -4.64 -2.89 1.18
H -2.19 -0.89 -0.59
H -8.46 0.42 -7.76
H -6.52 -0.36 -6.03
H -7.91 0.45 -5.39
H 9.38 2.41 5.24
H -5.89 0.91 -1.10

Entry 2:
19
Properties=species:S:1:pos:R:3 method="wB97M-V/def2-TZVPD" e_above_lowest_kcal_mol=76.4 lumo_ev=-0.15 homo_lumo_gap_ha=0.35192 charge=0 multiplicity=1 e_homo_ev=-9.73 smiles="CCC(=O)/C=N/C(O)(O)O"
O 1.27 -1.26 1.91
O -0.21 3.41 -1.28
O 1.89 2.67 -1.57
O 1.44 3.72 0.34
N 0.25 1.46 0.01
C 0.59 -0.61 1.18
C 0.97 0.74 0.70
C -0.73 -1.06 0.52
C 0.92 2.87 -0.65
C -1.18 -2.59 0.52
H -0.84 -3.21 -0.33
H -0.72 -0.87 -0.49
H 2.06 0.90 1.00
H -0.64 2.48 -1.41
H -0.74 -3.22 1.34
H -2.30 -2.78 0.72
H 2.43 3.50 -1.63
H -1.46 -0.40 1.00
H 0.75 4.05 0.99

Entry 3:
11
Properties=species:S:1:pos:R:3 method="wB97M-V/def2-TZVPD" lumo_ev="0.78 / -2.13" homo_lumo_gap_ha="0.38202 / 0.26588" charge=0 multiplicity=3 e_homo_ev="-9.62 / -9.36"
Cl 2.67 0.08 0.04
S 4.07 0.94 2.05
O 0.30 -0.93 0.44
N 0.39 0.89 -0.87
C -1.01 -0.78 0.11
C 1.04 0.04 -0.20
C -1.10 0.55 -0.65
H -1.64 1.26 -0.03
H -1.57 -0.66 1.08
H -1.39 -1.65 -0.42
H -1.76 0.24 -1.53

Entry 4:
40
Properties=species:S:1:pos:R:3 method="wB97M-V/def2-TZVPD" e_above_lowest_kcal_mol=56.5 lumo_ev=0.10 homo_lumo_gap_ha=0.31907 charge=0 multiplicity=1 e_homo_ev=-8.58 smiles="O=C1N(c2cc(Cl)nc(C(F)(F)F)c2)CCN1c1cnccc1C1CC1"
Cl 1.52 -5.31 3.06
F 4.68 -5.56 -0.90
F 4.05 -4.12 -2.24
F 5.30 -3.35 -0.71
O 0.13 -1.42 -1.45
N 2.98 -4.65 1.06
N -0.35 0.62 -0.30
N -1.65 1.97 -3.50
N 1.17 -0.92 0.56
C 0.94 0.04 1.77
C 0.38 1.19 0.92
C -1.20 1.31 -1.18
C -2.80 2.56 -3.13
C -3.79 3.13 1.18
C 3.20 -3.89 -0.03
C 0.28 -0.66 -0.48
C 1.78 -2.10 0.73
C -2.35 3.76 1.06
C 2.64 -2.66 -0.17
C -0.89 1.32 -2.60
C -3.06 2.83 -1.77
C 1.39 -2.92 1.73
C 4.32 -4.28 -0.94
C -2.30 2.21 -0.79
C 1.99 -4.22 1.87
C -2.56 2.33 0.65
H -0.02 0.91 -3.06
H -3.91 3.48 -1.67
H -4.16 3.03 2.20
H -1.77 3.70 1.97
H -0.17 1.96 1.51
H -2.10 4.54 0.35
H 1.17 1.74 0.46
H 0.12 -0.39 2.33
H -4.54 3.57 0.54
H 0.48 -2.49 2.15
H 3.07 -1.96 -0.89
H -3.41 2.89 -3.98
H -2.33 1.48 1.31
H 1.77 0.35 2.39

Across the entries above, strongest force on any atom takes the values 1.10 3.61 3.70 4.74 eV Å⁻¹, respectively.